Model i:
{
  "formula": "C5H8",
  "method": "ωB97M-V/def2-TZVPD",
  "elements": ["C", "C", "C", "C", "C", "H", "H", "H", "H", "H", "H", "H", "H"],
  "coordinates": [[2.3134, -0.1820, -0.3752], [1.0906, -0.4558, 0.0062], [-0.1639, -0.5331, 0.2958], [-1.4269, 0.2096, 0.1037], [-1.3942, -1.0950, 0.8769], [2.9671, 0.4272, 0.2443], [2.6985, -0.5222, -1.3332], [-1.5479, 1.1379, 0.6574], [-1.8587, 0.2175, -0.8942], [-1.8379, -1.9715, 0.4095], [-1.5278, -1.0440, 1.9553], [-0.0187, 1.9340, -0.9003], [0.7065, 1.8773, -1.0459]],
  "gap_ev": 10.4,
  "e_lumo_ev": 1.20
}

=====

Model ii:
{
  "formula": "C5H8",
  "method": "ωB97M-V/def2-TZVPD",
  "elements": ["C", "C", "C", "C", "C", "H", "H", "H", "H", "H", "H", "H", "H"],
  "coordinates": [[2.2315, -0.4006, -0.6590], [1.3885, -0.1853, 0.3041], [0.3278, -0.1462, 1.0443], [-0.8045, 0.6703, 0.4899], [-1.5041, -0.0185, -0.6739], [2.0199, -1.4690, -0.1674], [3.0139, 0.3572, -0.8497], [0.2474, -0.7292, 1.9459], [-0.4052, 1.6383, 0.1585], [-1.4895, 0.8710, 1.3144], [-0.7951, -0.2035, -1.4904], [-1.9110, -0.9842, -0.3581], [-2.3194, 0.5998, -1.0586]],
  "gap_ev": 9.3,
  "e_lumo_ev": 0.97
}

=====

model ii ends up most stable, edging out the next structure by 5.4 kJ/mol.

=====

Model i:
{
  "formula": "C5H8",
  "method": "ωB97M-V/def2-TZVPD",
  "elements": ["C", "C", "C", "C", "C", "H", "H", "H", "H", "H", "H", "H", "H"],
  "coordinates": [[0.6779, -1.9340, -1.4501], [0.2729, -1.3386, -0.3557], [0.3015, 0.1131, -0.0816], [-0.5431, 0.6652, 0.7897], [-0.6365, 2.1379, 1.0149], [0.5189, -2.9900, -1.6550], [1.3552, -1.4852, -2.1744], [-0.3967, -1.7620, 0.3897], [1.0403, 0.6843, -0.6221], [-1.2008, 0.1106, 1.4432], [-0.1140, 2.7171, 0.2459], [-0.2321, 2.4858, 1.9647], [-1.6571, 2.5472, 0.8940]],
  "gap_ev": 10.0,
  "e_lumo_ev": 1.25
}

=====

Model ii:
{
  "formula": "C5H8",
  "method": "ωB97M-V/def2-TZVPD",
  "elements": ["C", "C", "C", "C", "C", "H", "H", "H", "H", "H", "H", "H", "H"],
  "coordinates": [[-0.0967, -0.5373, 0.9738], [-1.3966, 0.0248, -0.3926], [-0.5450, 0.9365, -1.3078], [0.7490, 0.7720, -0.9773], [1.1650, -0.1421, 0.2412], [-0.3362, -1.5960, 1.0095], [-0.2667, -0.0585, 1.9399], [-1.4293, -0.9693, -0.8252], [-2.3530, 0.3641, 0.0031], [-0.6062, 0.6406, 0.1521], [1.5693, 1.1946, -1.5538], [1.6824, -1.0245, -0.1524], [1.8640, 0.3952, 0.8896]],
  "gap_ev": 8.5,
  "e_lumo_ev": 0.79
}

=====

Model iii:
{
  "formula": "C5H8",
  "method": "ωB97M-V/def2-TZVPD",
  "elements": ["C", "C", "C", "C", "C", "H", "H", "H", "H", "H", "H", "H", "H"],
  "coordinates": [[-0.6319, -2.1261, 1.0538], [0.0417, -1.3512, 0.2139], [-0.3936, 0.0688, -0.1134], [0.6594, 1.0400, -0.6429], [0.3992, 2.3393, -0.5260], [-0.2889, -3.1361, 1.2391], [-1.5812, -1.8522, 1.5004], [0.9000, -1.7886, -0.2879], [-1.1059, -0.0724, -0.9370], [-0.8201, 0.5225, 0.7729], [1.4631, 0.6981, -1.2738], [1.0486, 3.0794, -0.9835], [-0.5454, 2.7474, -0.1856]],
  "gap_ev": 10.6,
  "e_lumo_ev": 1.30
}

=====

Model iv:
{
  "formula": "C5H8",
  "method": "ωB97M-V/def2-TZVPD",
  "elements": ["C", "C", "C", "C", "C", "H", "H", "H", "H", "H", "H", "H", "H"],
  "coordinates": [[2.6993, 0.1201, -0.3912], [1.3186, -0.0837, 0.0528], [0.1784, -0.2508, 0.4079], [-1.2375, -0.4066, 0.7629], [-2.1472, 0.2580, -0.2762], [3.4095, -0.0801, 0.4189], [2.9412, -0.5445, -1.2285], [2.8499, 1.1529, -0.7250], [-1.4797, -1.4735, 0.8453], [-1.4180, 0.0290, 1.7536], [-1.9242, 1.3268, -0.3507], [-3.2017, 0.1404, -0.0066], [-1.9886, -0.1878, -1.2631]],
  "gap_ev": 10.5,
  "e_lumo_ev": 1.08
}

=====

model i ends up most stable, edging out the next structure by 13.3 kJ/mol.